No. 1
The following is a quantum chemistry calculation of a cluster of 2 separate species, C4H4P2 in total, from the Open Molecules 2025 dataset.

Geometry as XYZ:
```
10
Properties=species:S:1:pos:R:3:lowdin_charge:R:1
C -0.9704 -1.0097 -0.1081 -0.5281
C -0.7913 0.9197 -0.8094 -0.5963
C -0.7351 -1.7886 1.1242 -0.4383
C 0.2774 1.6699 -1.3842 -0.3881
P -1.4095 -2.5517 -0.5164 0.8687
P -1.5332 2.3184 -1.0290 0.9179
H 0.2766 -1.8373 1.4181 0.0180
H -1.5701 -1.8460 1.9339 0.0691
H 0.9640 2.0906 -0.7789 -0.0102
H 0.6157 1.4210 -2.4601 0.0875
```

Results
- frontier orbital gap (eV) = 8.90
- spin multiplicity = 1
- energy above the lowest of the compared OMol25 structures with the same formula, charge and spin (kJ/mol) = 376.2
- HOMO level (Ha) = -0.316


No. 2
The following is a quantum chemistry calculation of an isolated molecule of C3H6N2OS, from the Open Molecules 2025 dataset.

Geometry as XYZ:
```
13
Properties=species:S:1:pos:R:3:lowdin_charge:R:1
C 0.0581 2.2623 0.2173 0.0405
C -0.6889 1.2478 -0.2495 -0.1079
C -0.4894 -0.1442 0.1806 -0.4587
N -1.4236 -1.0690 0.1554 0.0230
O -2.6426 -0.5274 -0.2381 -0.0885
N 0.7343 -0.5543 0.6854 -0.3874
S 2.0792 -0.5648 -0.3543 0.7559
H 0.7795 2.1618 0.9655 0.0382
H -0.1015 3.2499 -0.2428 0.0719
H -1.4091 1.4638 -0.9897 0.0868
H -3.2306 -1.3235 -0.2476 0.1129
H 0.5067 -1.4596 1.0729 0.0700
H 2.8738 0.3320 0.2394 -0.1565
```

Results
- frontier orbital gap (eV) = 9.41
- spin multiplicity = 1
- energy above the lowest of the compared OMol25 structures with the same formula, charge and spin (kJ/mol) = 367.2
- HOMO level (Ha) = -0.321
- structure (SMILES) = C=C/C(=N\O)NS


No. 3
The following is a quantum chemistry calculation of a structure of composition C3H5AgO5, from the Open Molecules 2025 dataset.

Geometry as XYZ:
```
14
Properties=species:S:1:pos:R:3:mulliken_spin:R:1
O 0.5632 -2.1428 1.2821 0.0472
C 1.2350 -0.9695 1.0961 0.8581
C 1.0067 0.1595 2.0602 -0.0623
O 0.8407 1.3962 1.4567 0.0178
H 0.0348 -2.1359 2.1056 0.0216
H 1.4197 -0.7998 0.0293 0.0383
H -0.7603 -0.6299 -3.5635 0.0000
H 1.8642 0.1437 2.7698 0.0410
H 0.1168 -0.1077 2.6847 0.0297
Ag -0.8290 1.9816 0.0884 0.0064
O -1.0926 0.2893 -3.6753 0.0002
C -1.4410 0.7935 -2.4756 0.0000
O -1.3660 2.0322 -2.3406 -0.0005
O -1.5921 -0.0105 -1.5179 0.0025
```

Results
- frontier orbital gap (spin up / spin down) (eV) = 6.44 / 7.89
- spin multiplicity = 2
- HOMO level (spin up / spin down) (Ha) = -0.111 / -0.165
- total charge = -1


No. 4
The following is a quantum chemistry calculation of an isolated molecule of C2HClN2OS, from the Open Molecules 2025 dataset.

Geometry as XYZ:
```
8
Properties=species:S:1:pos:R:3:lowdin_charge:R:1
S -1.8375 -1.0680 0.0000 0.8227
C -0.6852 0.2410 -0.0009 -0.7231
N -0.9785 1.5092 0.0017 0.0653
O 0.2068 2.1715 -0.0013 -0.0817
N 1.2666 1.3186 -0.0017 0.0831
C 0.7430 0.1253 0.0059 -0.7927
Cl 1.6639 -1.2955 -0.0007 0.7351
H -2.9037 -0.2519 -0.0067 -0.1087
```

Results
- frontier orbital gap (eV) = 10.26
- spin multiplicity = 1
- energy above the lowest of the compared OMol25 structures with the same formula, charge and spin (kJ/mol) = 156.3
- HOMO level (Ha) = -0.363
- structure (SMILES) = Sc1nonc1Cl


Number 1: electronic energy -22783.137 eV. Number 2: electronic energy -19068.361 eV. Number 3: electronic energy -17427.925 eV. Number 4: electronic energy -30472.885 eV.